1.
Molecular formula: C52H49N6O2PW
Method: DFT, the ωB97M-V functional and the def2-TZVPD basis

## Properties
- DFT total energy (eV) = -78859.441
- HOMO-LUMO gap (eV) = 7.8
- energy above the lowest of the compared OMol25 structures with the same formula, charge and spin (kJ/mol) = 16.3
- F_max (eV Å⁻¹) = 0.7

```
! RIJCOSX wB97M-V def2-TZVPD def2/J DEFGRID3
* xyz 2 1
W 0.896 -0.097 -0.257
O 0.377 1.555 -0.734
C -0.075 2.849 -0.255
C 0.435 2.947 1.192
C 0.314 1.818 2.190
C -0.112 2.129 3.473
C 0.101 1.234 4.504
C 0.811 0.078 4.232
C 1.175 -0.212 2.929
C 2.043 -1.432 2.682
C 3.021 -1.279 1.510
O 2.157 -1.281 0.364
C 3.734 0.067 1.539
C 4.461 0.432 2.665
C 5.064 1.679 2.738
C 4.951 2.576 1.684
C 4.242 2.215 0.548
C 3.645 0.964 0.477
C 3.977 -2.447 1.334
C 5.020 -2.307 0.419
C 5.868 -3.366 0.147
C 5.692 -4.582 0.797
C 4.666 -4.725 1.717
C 3.810 -3.663 1.984
N 0.832 0.601 1.901
C -1.588 2.855 -0.420
C -2.154 3.341 -1.598
C -3.528 3.311 -1.782
C -4.354 2.790 -0.795
C -3.799 2.286 0.372
C -2.423 2.317 0.557
C 0.623 3.937 -1.056
C 0.273 5.265 -0.829
C 0.938 6.286 -1.488
C 1.958 5.991 -2.383
C 2.306 4.670 -2.616
C 1.645 3.645 -1.950
H 0.003 3.845 1.631
H 1.514 3.127 1.116
H -0.561 3.094 3.659
H -0.219 1.463 5.512
H 1.103 -0.597 5.024
H 1.432 -2.314 2.470
H 2.583 -1.638 3.605
H 4.570 -0.261 3.492
H 5.626 1.951 3.621
H 5.425 3.546 1.743
H 4.164 2.899 -0.288
H 3.159 0.672 -0.461
H 5.186 -1.352 -0.068
H 6.679 -3.240 -0.558
H 6.362 -5.407 0.596
H 4.531 -5.663 2.238
H 3.016 -3.811 2.704
H -1.521 3.761 -2.368
H -3.957 3.706 -2.694
H -5.427 2.781 -0.939
H -4.440 1.885 1.149
H -2.017 1.929 1.482
H -0.535 5.505 -0.147
H 0.656 7.314 -1.307
H 2.473 6.788 -2.901
H 3.093 4.434 -3.321
H 1.923 2.617 -2.145
C -2.281 -0.227 -2.002
C -2.094 -0.963 -0.732
N -1.030 -0.917 0.078
C -1.368 -1.643 1.216
C -2.605 -2.151 1.059
N -3.052 -1.710 -0.167
C -4.336 -2.066 -0.772
N -5.272 -1.003 -0.828
N -5.481 -0.370 -2.023
N -6.449 0.440 -1.906
C -6.932 0.375 -0.611
C -7.981 1.068 -0.001
C -8.232 0.780 1.321
C -7.467 -0.173 2.025
C -6.429 -0.862 1.436
C -6.182 -0.563 0.095
H -1.350 0.237 -2.314
H -3.024 0.562 -1.860
H -2.656 -0.880 -2.792
H -0.699 -1.771 2.045
H -3.201 -2.782 1.695
H -4.735 -2.900 -0.195
H -4.164 -2.391 -1.797
H -8.567 1.789 -0.554
H -9.036 1.286 1.836
H -7.710 -0.372 3.060
H -5.856 -1.595 1.989
C 0.380 -1.084 -3.915
P 1.333 -1.324 -2.387
C 3.046 -1.101 -2.939
C 1.173 -3.082 -1.979
C -0.095 -3.660 -1.957
C -0.256 -4.984 -1.579
C 0.851 -5.737 -1.207
C 2.115 -5.166 -1.221
C 2.278 -3.843 -1.609
H -0.658 -1.376 -3.785
H 0.824 -1.706 -4.692
H 0.414 -0.039 -4.227
H 3.295 -1.807 -3.733
H 3.734 -1.238 -2.104
H 3.156 -0.085 -3.322
H -0.964 -3.085 -2.255
H -1.240 -5.434 -1.586
H 0.727 -6.771 -0.915
H 2.980 -5.748 -0.933
H 3.271 -3.411 -1.596
*
```

2.
Molecular formula: C5H11NO
Method: DFT, the ωB97M-V functional and the def2-TZVPD basis

## Properties
- DFT total energy (eV) = -8899.135
- HOMO-LUMO gap (eV) = 9.5
- energy above the lowest of the compared OMol25 structures with the same formula, charge and spin (kJ/mol) = 247.2
- SMILES = C=N/C=C/CC.O
- F_max (eV Å⁻¹) = 1.8

```
! RIJCOSX wB97M-V def2-TZVPD def2/J DEFGRID3
* xyz 0 1
C 0.123 -3.053 -0.154
C 0.493 -1.587 -0.330
C -0.425 -0.628 0.370
C -0.403 0.705 0.402
N -1.449 1.374 1.048
C -1.298 2.466 1.641
H -0.854 -3.178 0.317
H 0.867 -3.566 0.451
H 0.037 -3.590 -1.101
H 0.525 -1.200 -1.354
H 1.488 -1.436 0.104
H -1.229 -1.050 0.978
H 0.383 1.187 -0.182
H -2.084 2.999 2.174
H -0.363 3.030 1.722
H 0.688 2.339 -1.703
H 1.863 2.737 -2.621
O 1.635 2.451 -1.763
*
```

3.
Molecular formula: C18H22N2O2
Method: DFT, the ωB97M-V functional and the def2-TZVPD basis

## Properties
- DFT total energy (eV) = -26099.219
- HOMO-LUMO gap (eV) = 9.1
- energy above the lowest of the compared OMol25 structures with the same formula, charge and spin (kJ/mol) = 109.2
- SMILES = COc1cccc(NC(=O)NCCCCc2ccccc2)c1
- F_max (eV Å⁻¹) = 0.6

```
! RIJCOSX wB97M-V def2-TZVPD def2/J DEFGRID3
* xyz 0 1
C -0.786 -2.184 0.071
H -1.621 -2.874 -0.040
O 0.370 -2.924 -0.238
C 1.586 -2.319 -0.153
C 2.685 -3.126 -0.453
C 3.961 -2.609 -0.365
C 4.165 -1.288 -0.009
C 3.076 -0.467 0.264
C 1.784 -0.994 0.213
H 0.954 -0.373 0.506
N 3.304 0.858 0.640
C 2.631 2.020 0.307
O 2.960 3.078 0.803
N 1.643 1.894 -0.613
H 1.491 1.004 -1.055
C 0.853 3.026 -1.035
H 0.657 2.934 -2.107
C -0.467 3.140 -0.265
C -1.329 1.889 -0.405
C -2.694 2.045 0.275
C -3.442 0.743 0.230
C -4.153 0.375 -0.906
C -4.800 -0.846 -0.970
C -4.744 -1.718 0.103
C -4.040 -1.362 1.240
C -3.392 -0.141 1.300
H -2.847 0.135 2.192
H -3.996 -2.036 2.083
H -5.252 -2.670 0.055
H -5.352 -1.116 -1.859
H -4.204 1.055 -1.745
H -3.263 2.825 -0.234
H -2.544 2.352 1.311
H -0.812 1.043 0.052
H -1.479 1.659 -1.463
H -1.011 4.009 -0.640
H -0.242 3.312 0.789
H 1.452 3.923 -0.854
H 4.183 1.040 1.104
H 5.165 -0.886 0.056
H 4.809 -3.241 -0.580
H 2.510 -4.151 -0.733
H -0.929 -1.346 -0.618
H -0.766 -1.811 1.099
*
```

4.
Molecular formula: C12H35AsB2F6NO2Sn2
Method: DFT, the ωB97M-V functional and the def2-TZVPD basis

## Properties
- DFT total energy (eV) = -108743.919
- HOMO-LUMO gap (eV) = 3.2
- F_max (eV Å⁻¹) = 3.8

```
! RIJCOSX wB97M-V def2-TZVPD def2/J DEFGRID3
* xyz 1 1
Sn -4.525 39.768 -12.695
Sn 0.331 40.268 -13.286
B -2.162 39.559 -14.683
H -1.928 39.187 -13.626
H -1.432 39.132 -15.438
H -3.194 39.142 -14.906
H -2.212 40.688 -14.729
B -2.112 41.641 -12.004
H -2.082 40.517 -11.796
H -3.174 41.995 -11.812
H -1.412 42.070 -11.227
H -1.803 41.919 -13.061
As -2.610 35.659 -13.005
F -3.011 35.590 -11.262
F -3.722 37.066 -13.102
F -2.179 35.947 -14.691
F -1.434 34.330 -12.805
F -3.843 34.477 -13.413
F -1.300 36.704 -12.410
C -3.519 37.959 -22.273
C -3.232 38.952 -21.138
N -2.929 38.263 -19.901
C -1.799 37.314 -19.914
C -1.502 36.659 -18.596
C -2.886 39.191 -18.792
C -1.605 40.072 -18.850
H -3.639 38.516 -23.202
H -4.300 37.243 -22.030
H -2.596 37.411 -22.477
H -2.567 39.766 -21.443
H -4.181 39.475 -20.988
H -2.183 36.533 -20.572
H -0.863 37.656 -20.368
H -1.096 37.370 -17.872
H -2.356 36.144 -18.158
H -0.688 35.937 -18.675
H -2.768 38.733 -17.807
H -3.793 39.789 -18.704
H -1.539 40.540 -19.832
H -0.699 39.482 -18.715
H -1.627 40.827 -18.061
C -3.582 43.224 -15.212
C -4.723 42.288 -15.483
O -5.506 42.051 -14.567
C -4.766 41.461 -16.743
H -3.166 43.610 -16.144
H -2.770 42.625 -14.801
H -3.888 44.030 -14.549
H -4.519 40.399 -16.751
H -4.029 41.794 -17.477
H -5.771 41.587 -17.149
C -7.297 36.420 -15.573
C -6.134 37.390 -15.503
O -6.163 38.261 -14.643
C -4.904 37.080 -16.362
H -8.128 36.804 -16.168
H -7.798 36.264 -14.615
H -7.075 35.396 -15.869
H -4.866 36.013 -16.565
H -3.996 37.482 -15.915
H -5.018 37.644 -17.292
*
```

Please write out number 4 again, unchanged.
Molecular formula: C12H35AsB2F6NO2Sn2
Method: DFT, the ωB97M-V functional and the def2-TZVPD basis

## Properties
- DFT total energy (eV) = -108743.919
- HOMO-LUMO gap (eV) = 3.2
- F_max (eV Å⁻¹) = 3.8

```
! RIJCOSX wB97M-V def2-TZVPD def2/J DEFGRID3
* xyz 1 1
Sn -4.525 39.768 -12.695
Sn 0.331 40.268 -13.286
B -2.162 39.559 -14.683
H -1.928 39.187 -13.626
H -1.432 39.132 -15.438
H -3.194 39.142 -14.906
H -2.212 40.688 -14.729
B -2.112 41.641 -12.004
H -2.082 40.517 -11.796
H -3.174 41.995 -11.812
H -1.412 42.070 -11.227
H -1.803 41.919 -13.061
As -2.610 35.659 -13.005
F -3.011 35.590 -11.262
F -3.722 37.066 -13.102
F -2.179 35.947 -14.691
F -1.434 34.330 -12.805
F -3.843 34.477 -13.413
F -1.300 36.704 -12.410
C -3.519 37.959 -22.273
C -3.232 38.952 -21.138
N -2.929 38.263 -19.901
C -1.799 37.314 -19.914
C -1.502 36.659 -18.596
C -2.886 39.191 -18.792
C -1.605 40.072 -18.850
H -3.639 38.516 -23.202
H -4.300 37.243 -22.030
H -2.596 37.411 -22.477
H -2.567 39.766 -21.443
H -4.181 39.475 -20.988
H -2.183 36.533 -20.572
H -0.863 37.656 -20.368
H -1.096 37.370 -17.872
H -2.356 36.144 -18.158
H -0.688 35.937 -18.675
H -2.768 38.733 -17.807
H -3.793 39.789 -18.704
H -1.539 40.540 -19.832
H -0.699 39.482 -18.715
H -1.627 40.827 -18.061
C -3.582 43.224 -15.212
C -4.723 42.288 -15.483
O -5.506 42.051 -14.567
C -4.766 41.461 -16.743
H -3.166 43.610 -16.144
H -2.770 42.625 -14.801
H -3.888 44.030 -14.549
H -4.519 40.399 -16.751
H -4.029 41.794 -17.477
H -5.771 41.587 -17.149
C -7.297 36.420 -15.573
C -6.134 37.390 -15.503
O -6.163 38.261 -14.643
C -4.904 37.080 -16.362
H -8.128 36.804 -16.168
H -7.798 36.264 -14.615
H -7.075 35.396 -15.869
H -4.866 36.013 -16.565
H -3.996 37.482 -15.915
H -5.018 37.644 -17.292
*
```

What is the HOMO-LUMO gap in the first record? 7.8 eV

Number 4 is which compound? C12H35AsB2F6NO2Sn2